Record 1
{"formula": "C23H14Cl4I2MoN5O8S", "method": "ωB97M-V/def2-TZVPD", "species": ["Mo", "C", "N", "C", "C", "N", "C", "S", "C", "C", "C", "C", "C", "N", "H", "H", "H", "H", "H", "H", "H", "H", "H", "Cl", "C", "C", "Cl", "C", "Cl", "C", "O", "C", "O", "C", "Cl", "I", "C", "H", "H", "I", "O", "C", "O", "C", "C", "C", "C", "C", "C", "N", "O", "O", "N", "O", "O", "H", "H", "H"], "xyz": [[0.442378, 1.319564, -1.313246], [-0.122174, 5.143380, 2.580278], [-0.219323, 3.767281, 2.975280], [-0.217960, 3.261624, 4.245785], [-0.265228, 1.915737, 4.154366], [-0.285204, 1.579126, 2.813931], [-0.269487, 2.732963, 2.091293], [-0.288785, 3.047274, 0.440496], [-0.521732, 0.261577, 2.372730], [0.127627, -0.802130, 2.991526], [-0.284443, -2.081866, 2.665811], [-1.323280, -2.237967, 1.758988], [-1.864866, -1.106843, 1.170180], [-1.467097, 0.123039, 1.452765], [-0.257404, 5.781383, 3.450211], [-0.880515, 5.371967, 1.829330], [0.856763, 5.336896, 2.134961], [-0.180780, 3.891263, 5.110190], [-0.332865, 1.172937, 4.920718], [0.943278, -0.632038, 3.676038], [0.186190, -2.942575, 3.114086], [-1.696395, -3.215674, 1.504786], [-2.675933, -1.171176, 0.457183], [5.816769, -1.811723, 1.702041], [4.762680, -0.722784, 0.896397], [5.292654, 0.414812, 0.296449], [6.987069, 0.700988, 0.333440], [4.452895, 1.316858, -0.358948], [5.093007, 2.724749, -1.118317], [3.090297, 1.062153, -0.417064], [2.164182, 1.782127, -1.011613], [2.527697, -0.105621, 0.194350], [1.249671, -0.204406, 0.074561], [3.392821, -0.983918, 0.856039], [2.762857, -2.410191, 1.567501], [-1.518277, 3.627072, -3.054315], [0.511427, 3.132490, -2.510471], [0.874685, 4.025189, -1.988388], [1.043258, 3.085445, -3.464547], [1.278985, -0.190141, -3.467493], [-3.360239, 0.880652, -1.824629], [-2.341705, 0.219184, -1.801578], [-1.172311, 0.736533, -1.473471], [-2.254575, -1.218753, -2.161129], [-3.226652, -1.765746, -2.993031], [-3.127134, -3.107096, -3.367800], [-2.084954, -3.906694, -2.913475], [-1.132824, -3.353491, -2.064145], [-1.202928, -2.008830, -1.689956], [-0.106434, -4.174680, -1.519008], [-0.048251, -5.347993, -1.871643], [0.649176, -3.671938, -0.689841], [-4.137415, -3.679010, -4.187396], [-3.991476, -4.836873, -4.563211], [-5.117882, -2.994373, -4.460857], [-4.046279, -1.163624, -3.347904], [-2.022163, -4.945255, -3.198570], [-0.461397, -1.620850, -0.999660]], "atomic_forces_ev_per_a": [[2.887, 2.248, 0.368], [0.112, 0.498, -0.258], [-0.082, -0.914, -0.195], [0.029, -0.521, 0.537], [0.088, 0.419, 0.491], [0.155, 1.021, 0.191], [0.074, 0.126, -0.758], [0.035, -0.126, -0.421], [-0.454, -0.932, -0.501], [-0.152, 0.273, -0.133], [-0.342, 0.160, -0.151], [0.160, 0.026, 0.092], [0.065, -0.026, 0.141], [0.044, 0.327, 0.672], [-0.023, -0.078, 0.079], [0.055, -0.038, 0.110], [-0.081, -0.007, -0.001], [-0.024, 0.101, 0.163], [0.041, -0.134, 0.123], [0.088, 0.039, 0.070], [0.080, -0.042, 0.028], [-0.036, -0.159, -0.071], [-0.054, -0.134, -0.002], [0.170, -0.269, 0.175], [-0.082, 0.370, -0.173], [-0.110, -0.201, 0.088], [0.323, 0.096, 0.025], [-0.594, 0.024, -0.154], [-0.103, 0.120, -0.073], [0.816, -1.093, 0.805], [3.232, 1.588, 0.161], [0.281, 0.408, -0.171], [-0.369, -0.318, -0.024], [0.101, 0.298, -0.175], [-0.161, -0.332, 0.120], [-0.030, 0.278, -0.212], [0.134, 0.126, -0.164], [-0.144, -0.187, 0.064], [-0.125, -0.191, 0.086], [-0.049, -0.254, -0.193], [0.920, -1.022, 0.015], [-1.381, 0.918, -0.071], [-5.606, -2.151, -0.355], [-0.008, -0.724, -0.363], [0.243, -0.286, 0.098], [1.294, 0.910, 1.198], [0.132, -0.056, 0.026], [-1.605, 1.378, -0.619], [0.104, -0.346, -0.118], [1.688, -0.916, 1.209], [-0.129, 0.529, -0.015], [-0.729, -0.383, -0.772], [-1.488, -0.822, -1.106], [-0.007, 0.553, 0.177], [0.602, -0.316, 0.143], [-0.062, 0.104, -0.006], [-0.011, 0.001, -0.009], [0.089, 0.040, -0.191]], "lowdin_charge": [1.12, -0.06, -0.14, -0.05, -0.03, 0.02, -0.63, 0.75, -0.28, -0.03, -0.09, -0.05, -0.13, 0.16, 0.09, 0.08, 0.10, 0.12, 0.12, 0.12, 0.10, 0.11, 0.11, 0.65, -0.72, -0.73, 0.64, -0.61, 0.69, -0.36, -0.40, -0.40, -0.22, -0.60, 0.74, 0.65, -0.87, -0.06, -0.06, 0.19, 0.10, -0.53, -0.43, -0.12, 0.11, -0.13, 0.11, -0.12, 0.01, -0.33, 0.07, 0.07, -0.35, 0.07, 0.08, 0.14, 0.13, 0.09], "total_energy_ev": -126889.63825, "relative_energy_kcal_mol": 33.1, "orbital_gap_ev": [5.338, 5.349], "charge": -1, "molar_mass_g_mol": 1012.02, "e_lumo_ha": [0.0323, 0.0323]}

***

Record 2
{"formula": "C37H48N8P", "method": "ωB97M-V/def2-TZVPD", "species": ["C", "C", "P", "C", "C", "N", "N", "C", "C", "C", "H", "H", "H", "H", "H", "H", "H", "H", "H", "H", "H", "H", "H", "H", "H", "H", "H", "H", "N", "C", "C", "C", "C", "C", "H", "H", "H", "H", "H", "N", "C", "C", "C", "C", "C", "H", "H", "H", "H", "H", "N", "C", "C", "C", "C", "C", "H", "H", "H", "H", "H", "N", "C", "C", "C", "C", "C", "H", "H", "H", "H", "H", "N", "C", "C", "C", "C", "C", "H", "H", "H", "H", "H", "N", "C", "C", "C", "C", "C", "H", "H", "H", "H", "H"], "xyz": [[7.051962, -1.245885, -1.848630], [5.641140, -1.080914, -2.428864], [4.444191, -1.670080, -1.170156], [3.802421, -3.208578, -1.933601], [2.524617, -3.644678, -1.204268], [2.907860, -0.656412, -1.640653], [3.084873, 0.624933, -2.302651], [3.466976, 1.582761, -1.545313], [3.702060, 1.543583, -0.073761], [3.683016, 2.890119, -2.244279], [7.220092, -2.247948, -1.446447], [7.797645, -1.081491, -2.626107], [7.233222, -0.540570, -1.037389], [5.522486, -1.672824, -3.339155], [5.449807, -0.043519, -2.702336], [3.636842, -3.065515, -3.005886], [4.602364, -3.947104, -1.828673], [1.647092, -3.088770, -1.542310], [2.613731, -3.468484, -0.131847], [2.306711, -4.700595, -1.357011], [2.342258, -1.200964, -2.289129], [2.351906, -0.551697, -0.785603], [3.400832, 0.626269, 0.429331], [4.765312, 1.704928, 0.123584], [3.165783, 2.379138, 0.391516], [4.150000, 3.614825, -1.580187], [4.300104, 2.759559, -3.132680], [2.723482, 3.290217, -2.574899], [1.704490, 3.109266, 1.903690], [1.657966, 2.837519, 3.206807], [0.472900, 2.673105, 3.909036], [-0.725718, 2.808045, 3.226670], [-0.695232, 3.093438, 1.870192], [0.541435, 3.227168, 1.261087], [2.612564, 2.752626, 3.714467], [0.496388, 2.458530, 4.968692], [-1.671100, 2.710467, 3.744282], [-1.605548, 3.226274, 1.298245], [0.599686, 3.461103, 0.201906], [-1.899364, 6.446317, 3.241485], [-0.595589, 6.352654, 2.994520], [0.149369, 7.357830, 2.395319], [-0.496364, 8.529213, 2.032955], [-1.854822, 8.640613, 2.283295], [-2.508274, 7.575132, 2.886114], [-0.120890, 5.426942, 3.297428], [1.207768, 7.219021, 2.219934], [0.047327, 9.340566, 1.566410], [-2.402499, 9.535386, 2.020570], [-3.570495, 7.632727, 3.096432], [1.001920, -2.775380, 1.556679], [1.457286, -3.281091, 2.703103], [0.639381, -3.838636, 3.672744], [-0.726793, -3.878620, 3.441107], [-1.212410, -3.358120, 2.253262], [-0.314951, -2.816184, 1.345402], [2.531254, -3.241707, 2.852755], [1.067367, -4.233874, 4.583625], [-1.398089, -4.308816, 4.172822], [-2.268172, -3.365645, 2.021390], [-0.687123, -2.402732, 0.414868], [-0.699786, -5.790576, -2.024550], [-1.037248, -6.724360, -2.911342], [-0.791668, -8.078100, -2.729435], [-0.157177, -8.486923, -1.567808], [0.201496, -7.525381, -0.635789], [-0.096476, -6.199399, -0.910107], [-1.530628, -6.374155, -3.811128], [-1.093131, -8.790967, -3.484557], [0.051907, -9.533889, -1.391330], [0.697193, -7.793390, 0.287412], [0.158219, -5.419948, -0.197586], [-2.976255, -1.719828, -0.628780], [-4.179259, -2.159656, -0.265096], [-5.296761, -2.104094, -1.083955], [-5.164419, -1.552414, -2.347640], [-3.920799, -1.082892, -2.737394], [-2.864567, -1.194055, -1.846397], [-4.255321, -2.585987, 0.729615], [-6.246243, -2.486095, -0.734052], [-6.013603, -1.488994, -3.015436], [-3.767101, -0.643408, -3.713359], [-1.877672, -0.840982, -2.127800], [-3.600016, 3.580708, 0.093111], [-4.360623, 2.638288, 0.645083], [-5.676737, 2.404021, 0.277237], [-6.232137, 3.185385, -0.723014], [-5.449467, 4.167220, -1.308759], [-4.145504, 4.327236, -0.864590], [-3.898271, 2.043855, 1.427082], [-6.248421, 1.628885, 0.767783], [-7.257232, 3.035606, -1.036769], [-5.840405, 4.806857, -2.088170], [-3.511048, 5.095674, -1.292190]], "atomic_forces_ev_per_a": [[0.052, -0.020, -0.044], [0.040, -0.148, -0.097], [-0.047, 0.143, -0.088], [-0.171, 0.099, 0.056], [0.218, -0.134, 0.059], [-0.179, 0.182, 0.034], [0.236, -0.141, 0.072], [-0.022, -0.140, 0.024], [-0.028, 0.092, -0.031], [-0.007, 0.162, -0.033], [-0.035, 0.001, -0.053], [-0.005, 0.032, 0.046], [-0.012, 0.012, -0.027], [0.013, 0.041, -0.007], [-0.004, -0.002, 0.102], [0.070, -0.028, 0.007], [-0.038, -0.007, 0.048], [-0.024, -0.058, -0.010], [-0.079, -0.081, -0.019], [0.020, 0.041, -0.108], [0.004, -0.025, -0.019], [-0.008, -0.090, -0.008], [0.026, -0.008, -0.009], [0.001, 0.005, -0.044], [0.046, -0.075, 0.073], [-0.013, -0.023, -0.018], [-0.020, -0.041, 0.029], [-0.002, 0.016, 0.042], [-0.022, 0.012, -0.056], [-0.024, 0.003, 0.038], [-0.001, 0.027, 0.007], [-0.006, -0.048, -0.007], [-0.066, -0.088, 0.020], [-0.024, 0.048, 0.013], [0.003, -0.007, -0.004], [0.001, 0.000, 0.000], [0.004, 0.005, 0.011], [0.022, 0.059, -0.032], [0.003, -0.008, -0.003], [-0.023, -0.058, -0.001], [0.051, 0.046, 0.033], [-0.035, 0.016, -0.020], [-0.012, -0.016, -0.007], [-0.001, 0.005, -0.004], [0.024, 0.012, -0.011], [0.044, 0.024, 0.000], [0.003, 0.006, 0.016], [0.001, 0.001, 0.000], [0.000, 0.000, 0.002], [0.000, -0.004, -0.001], [0.018, 0.149, -0.040], [-0.015, -0.010, 0.020], [0.014, -0.022, -0.006], [-0.004, -0.002, -0.014], [-0.021, -0.001, 0.001], [0.010, -0.016, 0.009], [0.001, 0.016, 0.004], [0.002, 0.005, 0.001], [0.000, 0.000, 0.001], [0.006, 0.005, -0.003], [-0.006, 0.007, 0.008], [0.032, 0.042, -0.021], [0.006, -0.020, 0.014], [-0.001, -0.005, -0.003], [0.006, 0.016, -0.007], [-0.021, -0.015, -0.013], [0.001, 0.068, 0.052], [0.001, 0.003, 0.000], [-0.001, 0.001, -0.001], [0.001, -0.001, -0.001], [-0.011, 0.002, 0.007], [-0.001, -0.030, 0.026], [0.026, 0.007, 0.025], [0.008, -0.032, -0.026], [-0.033, 0.013, 0.019], [0.000, 0.017, 0.007], [0.003, -0.011, -0.007], [-0.013, 0.012, -0.008], [-0.004, 0.012, -0.003], [0.009, 0.004, -0.001], [0.001, -0.004, 0.001], [0.004, 0.002, 0.002], [-0.003, 0.005, 0.008], [0.055, -0.055, -0.012], [-0.036, 0.023, -0.001], [-0.002, -0.014, -0.012], [0.006, -0.006, 0.000], [-0.007, 0.027, 0.011], [-0.019, 0.007, 0.010], [0.007, -0.008, -0.018], [-0.009, -0.018, 0.007], [0.008, -0.001, 0.001], [0.004, -0.005, -0.002], [0.006, -0.009, -0.007]], "lowdin_charge": [-0.16, -0.42, 1.06, -0.41, -0.17, -0.12, 0.07, -0.39, -0.03, -0.02, 0.07, 0.08, 0.07, 0.08, 0.06, 0.09, 0.09, 0.06, 0.03, 0.07, 0.12, 0.12, 0.06, 0.11, 0.06, 0.09, 0.09, 0.10, 0.03, -0.15, -0.07, -0.07, -0.07, -0.16, 0.11, 0.11, 0.11, 0.07, 0.10, 0.06, -0.16, -0.07, -0.08, -0.07, -0.15, 0.08, 0.10, 0.11, 0.10, 0.10, 0.03, -0.16, -0.07, -0.07, -0.06, -0.16, 0.10, 0.10, 0.11, 0.09, 0.08, 0.05, -0.15, -0.07, -0.07, -0.07, -0.18, 0.10, 0.10, 0.11, 0.10, 0.09, 0.05, -0.15, -0.07, -0.07, -0.07, -0.16, 0.10, 0.10, 0.11, 0.10, 0.10, 0.05, -0.15, -0.07, -0.07, -0.07, -0.15, 0.10, 0.10, 0.11, 0.10, 0.10], "total_energy_ev": -60349.81268, "orbital_gap_ev": 8.815, "charge": 1, "molar_mass_g_mol": 635.82, "e_lumo_ha": -0.0792}